A cluster of 3 separate species, C20H44N3O5P2 in total at a distorted geometry. Source: OMol25; level of theory: ωB97M-V/def2-TZVPD.

## Properties
**Net charge**: +1
**Lowest unoccupied orbital energy**: -1.85 eV
**Largest force on an atom**: 1.4 eV/A
**HOMO energy**: -12.77 eV
**Electronic energy**: -54735.963 eV
**Molecular weight**: 468.54 g mol⁻¹
**Spin multiplicity**: 1

Atoms and positions in Å:
H1 -0.50001 2.78957 -2.09777
N1 3.67778 -3.96975 2.01244
H2 5.22370 0.32193 -0.79109
H3 -5.47861 6.72790 0.59065
O1 0.63872 -2.93764 -0.05037
C1 0.60698 -3.46411 1.27032
H4 -4.58711 -0.82994 0.34593
O2 -3.43222 0.35265 -1.82564
C2 -1.21394 2.84836 -1.27773
C3 -4.28395 0.20299 0.50221
P1 1.83004 -1.05646 -1.30928
H5 -5.29061 0.92334 -1.24483
H6 4.12091 -1.30810 -1.95775
H7 0.03529 -1.81875 -2.70769
H8 2.31963 -3.44054 -1.17773
H9 -6.89945 4.97610 -0.46404
P2 -1.86882 0.30943 -1.56203
H10 -0.42057 -3.49056 1.61401
H11 3.84032 0.11885 0.29657
O3 4.40161 2.39653 -2.03649
C4 -5.57500 5.75326 1.07105
H12 0.18185 3.21958 0.28842
H13 4.29754 -8.06304 3.69365
H14 1.50895 -1.49641 -3.59592
C5 -1.17605 0.47463 -3.21137
H15 -6.09741 3.72722 0.48757
H16 1.19751 -2.86657 1.96665
H17 4.72606 -6.88040 1.56983
C6 4.14620 0.43244 -0.70121
H18 -3.31230 0.22965 0.98592
H19 0.61966 0.36673 -4.32100
C7 3.46770 -0.45606 -1.76497
O4 -1.43311 -0.93099 -0.89397
N2 1.19716 -0.07393 -0.14042
C8 0.33821 0.29037 -3.27184
H20 3.81696 3.04980 -2.42005
C9 -0.61825 3.76435 -0.21936
C10 4.69358 -6.32320 2.50631
H21 2.61096 -2.53837 0.35975
C11 -5.96180 4.70473 0.02102
C12 3.80053 -6.34971 4.89402
C13 0.84813 -1.10556 -2.81988
H22 -2.14498 3.28943 -1.62705
H23 2.71117 2.05081 -0.87154
H24 3.31683 -5.37616 4.80076
C14 4.13178 -5.00122 2.22969
H25 1.04607 -4.46198 1.27011
H26 -6.38845 5.83248 1.79275
O5 -1.44977 1.56372 -0.65503
H27 -1.35375 4.05966 0.52055
C15 3.86102 -7.07379 3.55398
H28 0.86566 1.11228 -2.78419
H29 3.22887 -6.93137 5.61568
H30 -0.14554 4.62319 -0.68921
H31 -4.05884 6.16637 2.55579
C16 1.94390 -2.67592 -0.49573
C17 -4.93461 4.57917 -1.01339
C18 -4.27980 5.41503 1.79902
H32 -4.01790 1.99238 -0.69660
H33 -4.34865 4.44572 2.29748
H34 0.84061 0.80517 -0.49006
H35 -1.41687 1.48044 -3.56411
C19 -4.29346 0.94498 -0.81360
H36 -3.43485 5.38697 1.10881
H37 0.43290 -0.57997 0.30921
H38 5.71930 -6.19237 2.85362
H39 4.16993 2.44928 0.01427
H40 3.42988 0.10440 -2.70051
H41 4.80016 -6.19517 5.30312
H42 2.84898 -7.22295 3.17331
N3 -4.12880 4.48066 -1.82491
C20 3.79242 1.89515 -0.84737
H43 -1.69981 -0.20175 -3.88250
H44 -5.04016 0.65507 1.14376


A cluster of 2 separate species, C20H45N2O4S in total. Source: OMol25; level of theory: ωB97M-V/def2-TZVPD.

## Properties
**Net charge**: +1
**Lowest unoccupied orbital energy**: -3.12 eV
**Largest force on an atom**: 0.9 eV/A
**HOMO energy**: -12.54 eV
**Electronic energy**: -43466.878 eV
**Molecular weight**: 409.66 g mol⁻¹
**Spin multiplicity**: 1

Atoms and positions in Å:
H1 -3.41987 -1.26267 -2.21199
H2 -2.09080 -1.71558 -3.23199
C1 -2.36152 -1.07283 -2.38946
H3 -4.18975 0.90628 -2.34174
H4 -5.61067 3.97866 3.17261
H5 3.23065 -4.18984 5.09562
C2 -3.38809 2.97297 -0.21841
H6 -5.07314 1.46582 1.54132
H7 1.73944 3.23113 -0.87460
C3 -2.18970 0.39527 -2.82529
H8 4.92856 -2.71711 1.34088
C4 -3.20134 1.34706 -2.19828
H9 0.89515 -5.32541 3.46044
H10 4.71296 1.72346 -0.10074
C5 3.51750 2.38394 -1.75083
H11 2.04105 -0.40898 0.29454
C6 2.39247 -0.63597 -0.71041
C7 -5.18517 3.52939 2.27570
H12 -2.99743 3.69659 -0.93703
C8 -2.84797 3.29320 1.18539
H13 -0.33856 -3.10685 -1.99452
H14 3.82113 -0.11697 -2.71233
C9 -0.17469 -2.13478 -1.52811
H15 1.45932 -1.94455 -2.91381
H16 1.09990 -5.41263 5.21230
C10 -3.78026 4.10827 2.07807
H17 0.34057 -2.33922 -0.58566
N1 3.73442 0.00884 -0.80849
H18 -2.09374 -2.28482 -0.64293
H19 -4.49373 1.70050 3.21149
C11 2.54674 -4.16763 4.25123
H20 -3.19639 2.30581 -2.71652
H21 0.63417 0.48780 -1.27111
H22 -5.81868 3.82095 1.43768
H23 -4.47310 3.07902 -0.24571
H24 4.13007 -3.26226 -0.17675
H25 4.88740 -4.45060 0.90561
C12 -1.53572 -1.51731 -1.18098
N2 4.39746 2.52217 -2.64667
H26 -1.18013 0.73026 -2.56010
O1 2.19029 -2.40275 1.86408
H27 2.51644 -1.71323 -0.75059
H28 0.10885 -0.91071 -3.28833
H29 -3.84920 5.12143 1.67735
C13 4.35304 -3.50603 0.86106
S1 2.81446 -3.69093 1.70816
H30 -1.90548 3.83252 1.07628
H31 2.46583 4.16349 -2.17507
H32 -2.24101 0.44949 -3.91358
H33 1.99076 -3.23070 4.29380
H34 -1.89324 1.50086 -0.50438
C14 1.63092 -5.37170 4.26203
H35 2.99136 1.67899 0.24980
O2 2.08184 -4.75386 1.10365
C15 3.73313 1.50352 -0.52251
H36 4.30531 -0.41395 -0.07766
H37 1.54914 2.71292 -2.57259
C16 2.22215 3.15648 -1.84550
H38 5.23481 1.97598 -2.44749
H39 -3.30854 4.20296 3.05883
H40 1.89044 0.46920 -2.51633
H41 -3.47701 0.81731 -0.11134
H42 -2.60657 2.35193 1.68615
C17 0.70088 -1.29821 -2.46185
H43 -1.40049 -0.70298 -0.46729
H44 -6.20684 1.72701 2.84797
O3 4.41545 -0.32608 -1.97494
H45 2.20369 -6.29020 4.14039
C18 1.39435 -0.12733 -1.74693
O4 3.42252 -4.14453 3.08633
C19 -2.96915 1.58363 -0.69612
C20 -5.22666 2.01404 2.46826


A structure of composition C20H45N2O6PtS5 at a distorted geometry. Source: OMol25; level of theory: ωB97M-V/def2-TZVPD.

## Properties
**Net charge**: +1
**Lowest unoccupied orbital energy (spin up / spin down)**: -3.14 / -6.98 eV
**Largest force on an atom**: 2.1 eV/A
**HOMO energy (spin up / spin down)**: -9.56 / -9.56 eV
**Electronic energy**: -94141.405 eV
**Molecular weight**: 765.00 g mol⁻¹
**Spin multiplicity**: 3
**<S²>**: 2.030

Atoms and positions in Å:
H1 8.65378 -15.20964 -33.18443
C1 8.84908 -21.72687 -31.13786
H2 9.05514 -14.13207 -31.88283
H3 1.63505 -18.96719 -31.66797
H4 6.92491 -17.44036 -31.66372
H5 9.93805 -16.34134 -27.71626
O1 3.00985 -21.03930 -28.25635
C2 8.29249 -23.03850 -31.03895
H6 4.55903 -16.85761 -30.67198
H7 6.02106 -15.94817 -32.96228
S1 10.47386 -18.34917 -28.96298
S2 6.78495 -13.70588 -32.71594
C3 11.60620 -17.36473 -30.00613
C4 9.31789 -23.93928 -30.90138
H8 5.92028 -16.23464 -27.47467
H9 0.54449 -17.48395 -33.46748
S3 5.57175 -20.72206 -33.51514
H10 6.75873 -18.68123 -33.61121
H11 5.28101 -19.19047 -27.63122
N1 10.17796 -21.86362 -31.12057
H12 1.18400 -15.87439 -33.75426
H13 7.29333 -18.18523 -30.07550
S4 2.85190 -17.25130 -32.82595
C5 5.57872 -20.23637 -27.68890
C6 5.03675 -22.72294 -28.73418
C7 4.91100 -17.16393 -25.94879
H14 6.12651 -22.69532 -28.80570
C8 5.41803 -17.10620 -30.02640
C9 10.51377 -23.17601 -30.86976
Pt1 5.90639 -13.90857 -29.26895
H15 4.88690 -17.82251 -29.37663
H16 12.26643 -18.11241 -30.44216
H17 4.02109 -17.27540 -26.55348
C10 1.13271 -16.67897 -33.02377
H18 5.96828 -19.01831 -35.16978
C11 9.41212 -16.95351 -28.44920
H19 7.96903 -16.12217 -25.84441
O2 11.21078 -18.76998 -27.72646
H20 7.15491 -17.66739 -23.68440
O3 3.14664 -18.21193 -33.95074
H21 3.82498 -21.93753 -34.65506
C12 2.46366 -18.30888 -31.39616
H22 4.58861 -23.34720 -29.50218
H23 12.16840 -16.80725 -29.25662
H24 5.57640 -20.66745 -26.68898
H25 6.58032 -20.28732 -28.11950
C13 4.06222 -20.88305 -34.54305
O4 6.62649 -21.63343 -34.10049
O5 5.98334 -13.65286 -31.42524
H26 6.43578 -15.29166 -34.55002
N2 5.96406 -16.52203 -26.49705
S5 4.39300 -21.02806 -28.84208
H27 3.28662 -18.98690 -31.16843
H28 9.09245 -16.35187 -29.30227
H29 2.16207 -17.75144 -30.51052
H30 10.81056 -21.07886 -31.17618
H31 9.20190 -25.00877 -30.87129
H32 11.05976 -16.77951 -30.73736
H33 8.48528 -17.27475 -27.97244
H34 0.67017 -16.43581 -32.07087
H35 3.26797 -20.22631 -34.19731
H36 7.86965 -15.40478 -31.53254
C14 8.24157 -14.72600 -32.29959
C15 6.50013 -17.92543 -30.78596
C16 7.01308 -16.55243 -25.60048
H37 4.40307 -20.53341 -35.51842
H38 5.04683 -18.37206 -33.71784
O6 5.89636 -16.04530 -29.31036
H39 4.89468 -14.89611 -33.72566
H40 7.26346 -23.36049 -31.03097
H41 11.53509 -23.38878 -30.59377
C17 6.60067 -17.30601 -24.53959
H42 6.15435 -18.92291 -31.08148
H43 8.39345 -20.75283 -31.23263
C18 5.26432 -17.70866 -24.71043
H44 4.83028 -23.13104 -27.74358
C19 5.83806 -19.02065 -34.09046
H45 4.65280 -18.33616 -24.08844
C20 5.96258 -15.05993 -33.59678


Look up the molecular weight of the third one.
765.00 g mol⁻¹